Entry 1:
Here is 6 unconnected molecules or ions with the total composition C48H58FN3O11PS in a non-equilibrium geometry from the OMol25 dataset. Energies are from ωB97M-V/def2-TZVPD.

Structure (XYZ):
```
123
Properties=species:S:1:pos:R:3:forces:R:3:mulliken_charge:R:1
C 1.864 -4.553 2.382 -0.2 0.1 -0.3 -0.6046
C 2.830 -3.587 1.504 -0.9 -1.8 -0.7 -0.5814
C 2.032 -3.215 0.152 0.3 0.3 0.3 0.6267
C 2.538 -1.822 -0.517 -2.1 0.1 1.2 -1.0291
C 1.172 -1.047 -0.962 1.2 -0.4 -0.6 0.0083
C 0.643 -1.732 -2.314 0.5 -0.4 -0.3 -1.1131
C -0.603 -2.724 -2.145 1.7 -0.3 -0.3 0.5675
P -2.252 -1.921 -1.641 -1.5 -0.3 -0.2 2.4826
N -3.778 -1.104 -1.065 -0.3 1.5 0.4 -1.0600
F -1.838 -0.365 -2.397 0.5 -0.3 0.0 -0.7329
C -3.139 -2.370 -3.272 -0.1 -0.5 -2.0 -1.0857
C -3.317 -3.934 -3.568 -1.2 0.3 -0.2 -0.4908
C -2.874 -3.501 -0.719 0.3 -0.8 1.3 -0.7077
C -2.706 -3.416 0.889 -0.8 -1.4 0.0 0.0319
C -4.116 -3.159 1.663 1.1 -0.2 0.5 -0.9038
C -4.355 -1.622 2.036 0.9 -0.4 -0.2 0.1258
C -4.651 -1.337 3.583 -0.9 0.9 -1.3 -0.5695
C -4.674 0.282 3.733 -0.1 -0.8 -0.3 -0.7765
C -3.208 0.931 3.649 -0.9 1.0 -1.2 -0.3304
S -2.046 0.256 4.969 1.6 0.4 -1.6 -0.1498
C -0.415 0.094 4.101 2.8 -2.6 -2.9 0.0535
N 0.084 -1.045 3.376 -1.4 3.4 2.2 -0.2346
N 1.318 -0.780 2.852 -0.2 5.0 1.9 0.0502
C 1.638 0.558 3.211 -2.8 -4.2 0.0 -0.1298
O 0.588 1.090 4.001 0.6 -1.2 -1.1 -0.2373
H 1.559 -5.486 1.778 0.6 1.4 0.7 -0.0587
H 0.874 -4.028 2.641 1.6 -0.6 -0.3 0.1526
H 2.367 -4.933 3.329 -0.6 0.6 -1.1 0.3770
H 3.715 -4.246 1.191 -0.8 1.2 0.7 0.3374
H 3.145 -2.679 2.108 -0.4 -1.1 -0.9 0.3084
H 2.084 -4.050 -0.634 0.1 1.0 1.3 0.3164
H 0.922 -3.162 0.460 1.7 0.3 -0.6 -0.6249
H 3.252 -1.981 -1.386 -0.8 0.3 1.2 0.4090
H 2.971 -1.210 0.343 -0.1 -0.8 -1.3 0.2892
H 1.379 0.055 -1.161 -0.2 -1.3 0.3 0.2698
H 0.477 -1.136 -0.070 0.6 0.2 -1.3 -0.1079
H 0.501 -0.943 -3.141 -0.2 -1.2 1.4 0.2886
H 1.517 -2.386 -2.699 -1.1 0.9 0.5 0.4697
H -0.319 -3.452 -1.295 -0.4 1.1 -1.2 -0.9984
H -0.640 -3.365 -3.094 -0.1 0.9 1.2 0.2726
H -1.605 -1.426 -0.453 0.2 0.0 0.1 -0.6954
H -3.449 -0.495 -0.287 -0.4 -0.4 -0.6 0.0702
H -4.093 -0.412 -1.774 0.4 -0.7 0.5 0.2927
H -4.174 -1.889 -3.399 1.5 -0.6 0.4 0.2657
H -2.503 -1.939 -4.133 -0.8 -0.6 1.3 0.2817
H -2.434 -4.586 -3.282 -1.4 1.1 -0.5 0.0365
H -3.586 -4.054 -4.683 0.6 0.0 1.5 0.2918
H -4.255 -4.300 -3.004 1.5 0.3 -0.7 0.2330
H -2.261 -4.428 -1.036 -1.2 1.2 0.3 -0.1226
H -4.002 -3.659 -0.891 1.9 0.1 0.0 0.5185
H -2.389 -4.473 1.235 -0.3 1.5 -0.4 0.4091
H -1.879 -2.716 1.237 -1.1 -0.6 -0.4 -0.1717
H -4.960 -3.622 1.040 1.2 0.9 0.9 0.3323
H -4.036 -3.772 2.638 -0.3 0.9 -1.3 0.3035
H -3.368 -1.078 1.792 -1.5 -0.8 0.2 -0.4330
H -5.139 -1.214 1.318 0.9 -0.3 1.2 0.4465
H -5.711 -1.744 3.786 1.7 0.6 0.1 0.2448
H -3.861 -1.819 4.243 -1.1 0.5 -0.8 0.3479
H -5.287 0.626 4.640 1.3 -0.5 -1.2 0.2544
H -5.263 0.641 2.808 1.0 -0.3 1.4 0.3710
H -3.339 2.072 3.746 0.4 -1.7 0.2 0.3598
H -2.752 0.783 2.604 -0.6 -0.1 1.7 0.2675
H 2.593 1.077 2.904 -1.6 -0.3 0.8 0.3962
C -0.728 5.192 0.170 0.3 0.1 -0.2 -0.6001
C 0.595 5.050 0.082 -0.2 0.1 0.0 -0.0819
C 1.372 4.419 1.168 0.2 -0.1 0.0 0.7535
O 2.582 4.291 1.089 -0.2 0.0 0.0 -0.6071
C 0.628 3.949 2.355 -0.2 0.0 0.2 -0.4097
C -0.694 4.091 2.444 0.3 -0.1 0.2 -0.3367
C -1.473 4.722 1.358 -0.5 0.0 0.0 0.2755
O -2.680 4.850 1.437 0.3 0.0 0.0 -0.5667
H -1.313 5.652 -0.617 0.0 0.0 0.0 0.4740
H 1.154 5.388 -0.780 -0.2 0.0 0.0 0.1995
H 1.213 3.489 3.141 0.0 0.0 0.0 0.5211
H -1.255 3.752 3.308 0.0 0.0 0.0 0.3569
C 3.458 6.375 -4.440 0.2 0.0 -0.1 -0.7052
C 4.781 6.234 -4.529 -0.1 0.1 -0.1 -0.3051
C 5.558 5.602 -3.440 0.1 -0.1 0.1 0.6039
O 6.767 5.473 -3.519 -0.2 0.1 0.0 -0.5738
C 4.812 5.132 -2.253 -0.2 -0.1 0.2 -0.7216
C 3.490 5.274 -2.165 0.2 -0.1 0.1 -0.0958
C 2.713 5.906 -3.253 -0.3 0.0 -0.1 0.7863
O 1.505 6.034 -3.173 0.2 0.0 0.1 -0.5583
H 2.873 6.836 -5.226 0.0 0.0 0.0 0.4477
H 5.343 6.573 -5.395 -0.2 -0.1 0.1 0.5466
H 5.397 4.671 -1.466 0.0 0.0 0.0 0.4602
H 2.931 4.937 -1.304 0.2 -0.1 0.0 0.2092
C -5.475 -0.726 7.523 0.2 -0.1 0.2 -0.0048
C -5.243 -1.088 8.785 0.1 0.0 -0.3 -0.4914
C -6.293 -0.977 9.820 0.1 -0.1 0.4 0.3096
O -6.083 -1.305 10.973 -0.1 0.1 -0.2 -0.5592
C -7.610 -0.450 9.401 -0.2 0.1 -0.2 -0.4340
C -7.842 -0.088 8.139 -0.1 0.0 0.3 -0.4259
C -6.792 -0.200 7.104 0.0 0.1 -0.4 0.4778
O -7.002 0.128 5.953 -0.2 -0.1 0.4 -0.5208
H -4.717 -0.800 6.752 0.0 0.0 0.0 0.3848
H -4.285 -1.476 9.109 0.0 0.0 0.0 0.4365
H -8.368 -0.376 10.171 0.0 0.0 0.0 0.3967
H -8.800 0.300 7.815 0.0 0.0 0.0 0.4215
C 1.459 -8.562 -3.043 -0.2 0.0 -0.3 -0.4588
C 0.489 -7.853 -3.620 0.3 -0.3 -0.1 -0.5366
C -0.212 -6.776 -2.888 -0.3 0.4 -0.1 0.1813
O -1.098 -6.130 -3.412 0.5 -0.6 0.0 -0.4621
C 0.205 -6.515 -1.494 0.1 0.0 0.3 0.1887
C 1.176 -7.224 -0.917 -0.2 0.1 -0.1 -0.4270
C 1.877 -8.301 -1.648 0.2 -0.1 0.3 0.2685
O 2.765 -8.948 -1.124 -0.2 0.1 -0.2 -0.5839
H 1.983 -9.354 -3.563 0.0 0.0 0.0 0.3886
H 0.171 -8.030 -4.640 0.0 0.0 0.0 0.4349
H -0.319 -5.722 -0.973 0.0 0.0 -0.1 0.4182
H 1.494 -7.047 0.103 0.0 0.0 0.0 0.4106
C 9.188 8.074 -5.584 -0.3 -0.1 0.1 -0.5917
C 7.920 7.679 -5.712 0.1 0.1 0.2 -0.0171
C 7.195 7.833 -6.992 -0.3 -0.1 -0.1 0.8400
O 6.035 7.476 -7.114 0.4 0.2 -0.1 -0.5807
C 7.930 8.440 -8.123 0.2 0.1 -0.2 -0.4044
C 9.197 8.834 -7.994 -0.3 0.0 -0.2 -0.4417
C 9.922 8.680 -6.715 0.4 0.1 0.1 0.3235
O 11.079 9.038 -6.598 -0.3 -0.1 -0.1 -0.5513
H 9.734 7.969 -4.655 0.0 0.0 0.0 0.4444
H 7.371 7.233 -4.894 0.1 -0.1 0.0 0.0681
H 7.384 8.544 -9.052 0.0 0.0 0.0 0.4180
H 9.749 9.280 -8.812 0.0 0.0 0.0 0.3964
```
Positions in Å, forces in eV/Å.

* E_tot: -100540.35015 eV
* largest force on an atom: 0.1046 Eh/bohr
* highest occupied orbital energy: -4.029 eV
* charge: -1
* HOMO-LUMO gap: 3.290 eV

=====

Entry 2:
Here is 7 unconnected molecules or ions with the total composition C48H60Cl2F7N3O12S in a non-equilibrium geometry from the OMol25 dataset. Energies are from ωB97M-V/def2-TZVPD.

Structure (XYZ):
```
133
Properties=species:S:1:pos:R:3:forces:R:3:mulliken_charge:R:1
C -5.244 4.750 -0.047 0.0 0.0 -0.1 -1.3242
C -4.496 3.484 -0.265 0.0 0.0 0.2 1.0414
Cl -4.346 3.045 -1.931 0.1 -0.1 -0.2 -0.1702
C -3.928 2.703 0.646 -0.2 0.1 -0.4 -1.0915
Cl -4.023 3.114 2.327 0.1 0.0 0.3 -0.2117
C -3.187 1.461 0.341 0.3 0.0 -0.1 0.1900
C -3.855 0.288 -0.019 -0.3 0.0 -0.2 0.4117
N -5.284 0.299 -0.139 0.0 -0.1 0.7 -0.5515
C -5.979 0.421 0.857 -0.3 0.2 0.9 0.6263
O -6.645 0.540 1.812 0.4 -0.1 -1.2 -0.4702
C -3.176 -0.898 -0.298 0.1 -0.1 -0.2 1.0668
C -3.889 -2.165 -0.681 0.4 0.2 0.5 -1.9643
C -4.023 -3.132 0.505 0.2 -0.2 0.0 0.0995
C -4.711 -2.537 1.697 -0.3 0.0 0.0 0.0133
N -3.848 -1.875 2.648 0.2 -0.1 0.0 -0.4797
O -5.898 -2.633 1.871 -0.1 0.0 0.1 -0.5541
C -1.790 -0.903 -0.216 0.0 0.4 0.0 -0.7786
C -1.114 0.242 0.162 0.0 0.0 0.1 0.5036
C -1.799 1.422 0.441 -0.2 -0.2 0.0 0.8308
C -0.980 2.595 0.854 0.0 0.1 -0.1 -0.5434
O -1.197 3.728 0.503 -0.2 0.2 0.2 -0.5952
C 0.176 2.237 1.724 0.2 -0.2 0.0 0.3662
C 0.540 3.043 2.787 0.1 0.0 -0.1 -0.9673
C 1.592 2.665 3.601 0.0 -0.1 0.2 -0.1664
C 2.032 3.481 4.795 0.0 0.0 -0.3 1.5739
F 1.984 2.762 5.942 0.0 -0.1 0.1 -0.3119
F 3.321 3.867 4.616 0.1 0.1 0.0 -0.3294
C 1.248 4.783 5.093 0.1 0.0 0.4 0.2766
F 1.326 5.623 4.054 -0.1 0.0 -0.3 -0.2847
F 1.873 5.369 6.128 0.1 0.1 0.1 -0.3433
C -0.259 4.581 5.518 0.3 0.2 0.0 0.8931
F -0.628 3.308 5.458 -0.1 -0.4 -0.1 -0.2515
F -0.437 4.997 6.760 -0.1 0.1 0.4 -0.2840
F -1.051 5.293 4.726 -0.2 0.1 -0.3 -0.2519
C 2.278 1.477 3.340 0.1 0.1 0.1 -0.3603
O 3.277 1.110 4.199 -0.4 -0.4 0.0 -0.4962
N 4.622 0.933 3.602 0.4 0.4 0.1 0.2100
O 4.817 1.625 2.705 -0.1 -0.2 -0.1 -0.1893
C 1.927 0.648 2.266 0.2 0.5 -0.3 1.0023
S 2.797 -0.868 2.016 -0.1 -0.6 0.3 -0.1788
C 0.864 1.054 1.460 0.0 0.0 0.1 0.2195
C 0.368 0.249 0.295 -0.1 0.1 -0.1 -0.7950
O 1.091 -0.305 -0.493 0.2 -0.2 0.0 -0.4530
H -5.382 4.964 1.006 0.0 0.0 0.1 0.3811
H -6.215 4.677 -0.535 -0.1 0.1 0.0 0.3381
H -4.700 5.573 -0.510 0.0 0.1 0.0 0.3161
H -3.256 -2.671 -1.405 -0.3 -0.1 -0.3 0.5770
H -4.853 -1.925 -1.111 -0.1 -0.2 -0.1 0.5935
H -4.571 -4.008 0.168 -0.2 0.0 0.0 0.3727
H -3.040 -3.479 0.817 0.1 0.1 0.0 0.3083
H -4.115 -2.221 3.566 -0.1 0.1 0.1 0.3477
H -4.071 -0.883 2.669 0.0 0.0 0.0 0.1794
H -1.221 -1.794 -0.443 0.0 -0.1 0.0 0.7046
H -0.017 3.951 2.951 0.0 0.1 -0.1 0.6958
H 3.602 -0.541 0.998 -0.1 0.2 -0.1 0.2381
C -3.467 -0.435 -5.300 0.0 -0.1 0.0 -0.5378
C -4.799 -0.967 -5.824 0.0 0.1 0.0 -0.6133
C -5.101 -2.079 -4.828 0.1 0.0 0.0 -0.5676
O -4.526 -1.672 -3.585 0.0 0.0 -0.1 -0.3463
C -3.663 -0.549 -3.795 -0.1 0.1 0.0 0.1597
H -3.242 0.582 -5.618 0.0 0.0 0.0 0.3895
H -2.649 -1.081 -5.624 0.0 0.0 0.0 0.2628
H -5.564 -0.188 -5.764 0.0 0.0 0.0 0.2564
H -4.757 -1.322 -6.852 0.0 0.0 0.0 0.3660
H -4.639 -3.023 -5.136 0.0 0.0 0.0 0.3172
H -6.170 -2.248 -4.688 0.0 0.0 0.0 0.2859
H -4.149 0.344 -3.386 0.0 0.0 0.0 -0.0148
H -2.728 -0.709 -3.255 0.0 0.0 0.0 -0.0147
C 0.285 3.231 9.548 -0.1 0.0 0.0 -0.0943
C 0.219 4.282 10.653 0.1 0.0 0.0 -0.6431
C -0.603 3.560 11.713 -0.1 0.0 -0.1 -0.4165
O -0.307 2.170 11.574 0.0 0.0 0.0 -0.4061
C 0.402 1.944 10.354 0.1 0.0 0.0 -0.5051
H 1.115 3.373 8.856 0.0 0.0 0.0 0.1741
H -0.643 3.234 8.972 0.0 0.0 0.0 0.1465
H 1.222 4.493 11.030 0.0 0.0 0.0 0.2939
H -0.231 5.223 10.339 0.0 0.0 0.0 0.3423
H -1.676 3.708 11.551 0.0 0.0 0.0 0.2494
H -0.361 3.875 12.729 0.0 0.0 0.0 0.2996
H 1.447 1.721 10.592 0.0 0.0 -0.1 0.2714
H -0.028 1.081 9.845 0.0 0.0 0.0 0.2830
C 3.252 0.937 -4.422 -0.1 0.0 0.0 -0.6127
C 3.057 -0.265 -3.500 0.1 0.0 0.0 -0.3047
C 1.596 -0.608 -3.754 -0.1 0.1 0.0 -0.0805
O 1.322 -0.241 -5.108 0.0 0.0 0.0 -0.4460
C 2.399 0.550 -5.625 0.1 -0.1 0.2 -0.1096
H 4.293 1.123 -4.688 0.0 0.0 0.0 0.3344
H 2.855 1.838 -3.948 0.0 0.0 0.0 0.2946
H 3.700 -1.089 -3.819 0.0 0.0 0.0 0.2648
H 3.260 -0.059 -2.451 0.0 0.0 0.0 0.1741
H 0.939 -0.035 -3.093 0.0 0.0 0.1 0.0162
H 1.378 -1.668 -3.619 0.0 0.0 0.0 0.2167
H 2.964 -0.053 -6.338 0.0 0.0 0.0 0.1150
H 1.991 1.408 -6.156 0.0 0.0 0.0 0.1482
C 3.936 0.835 -10.735 0.0 -0.1 0.0 -0.5674
C 2.467 0.571 -11.061 0.0 0.1 0.0 -0.5649
C 1.955 0.014 -9.739 0.0 -0.1 0.0 -0.4747
O 2.729 0.638 -8.713 0.0 0.0 -0.2 -0.2777
C 3.848 1.311 -9.291 -0.1 0.1 0.0 -0.4626
H 4.408 1.565 -11.391 0.0 0.0 0.0 0.3331
H 4.505 -0.095 -10.793 0.0 0.0 0.0 0.2768
H 1.961 1.510 -11.296 0.0 0.0 0.0 0.2671
H 2.317 -0.114 -11.894 0.0 0.0 0.0 0.3292
H 2.105 -1.070 -9.681 0.0 0.0 0.0 0.2776
H 0.900 0.225 -9.566 0.0 0.0 0.0 0.2823
H 3.672 2.391 -9.240 0.0 0.0 0.0 0.2894
H 4.742 1.080 -8.711 0.0 0.0 0.0 0.2718
C 8.158 -0.911 0.565 0.0 0.0 0.1 -0.5659
C 7.824 -2.365 0.893 0.0 0.0 -0.1 -0.5807
C 6.453 -2.229 1.542 0.0 0.0 0.1 -0.5136
O 5.831 -1.097 0.926 0.0 0.0 -0.1 -0.1780
C 6.795 -0.364 0.163 0.0 0.0 -0.1 -0.4111
H 8.904 -0.797 -0.219 0.0 0.0 0.0 0.3475
H 8.521 -0.400 1.459 0.0 0.0 0.0 0.2675
H 7.751 -2.949 -0.027 0.0 0.0 0.0 0.2716
H 8.550 -2.847 1.545 0.0 0.0 0.0 0.3338
H 6.538 -2.037 2.617 0.0 0.0 0.0 0.2924
H 5.822 -3.106 1.397 0.0 0.0 0.0 0.2809
H 6.599 -0.531 -0.902 0.0 0.0 0.0 0.2533
H 6.681 0.699 0.374 0.0 0.0 0.0 0.2353
C -1.487 -7.633 0.961 -0.1 0.0 0.1 -0.5741
C -2.757 -8.175 0.307 0.1 0.0 -0.1 -0.5721
C -3.502 -6.890 -0.028 0.0 0.0 0.1 -0.4449
O -2.502 -5.901 -0.286 0.0 0.0 0.0 -0.2887
C -1.222 -6.385 0.130 0.0 0.0 -0.1 -0.3587
H -0.653 -8.332 0.947 0.0 0.0 0.0 0.3460
H -1.688 -7.362 2.000 0.0 0.0 0.0 0.2741
H -2.506 -8.716 -0.608 0.0 0.0 0.0 0.2674
H -3.333 -8.840 0.948 0.0 0.0 0.0 0.3260
H -4.115 -6.557 0.817 0.0 0.0 0.0 0.2701
H -4.144 -6.984 -0.904 0.0 0.0 0.0 0.3103
H -0.630 -6.620 -0.761 0.0 0.0 0.0 0.2635
H -0.709 -5.601 0.689 0.0 0.0 0.0 0.2394
```
Positions in Å, forces in eV/Å.

* E_tot: -134687.32074 eV
* largest force on an atom: 0.0252 Eh/bohr
* highest occupied orbital energy: -8.976 eV
* charge: 0
* HOMO-LUMO gap: 8.011 eV

=====

Question: Which formula does entry 1 have?
Answer: C48H58FN3O11PS

=====

Question: Which of these has the highest charge?
Answer: C48H60Cl2F7N3O12S